Formula: C30H60O18S3
Source: the OMol25 dataset
Level of theory: the ωB97M-V functional and the def2-TZVPD basis

**Total charge**: 0
**Highest occupied orbital energy**: -9.507 eV
**Frontier orbital gap**: 9.75 eV
**Relative energy (zero: lowest compared OMol25 entry of this formula, charge and spin)**: 609.94 kJ/mol
**Molar mass**: 804.99 g mol⁻¹

Cartesian coordinates (Å):
C1 -4.284138 6.392285 -5.011654
C2 -5.757658 6.419965 -4.678174
C3 -5.838178 7.925245 -4.375354
O1 -4.977568 8.646815 -5.285364
C4 -3.962268 7.727615 -5.617774
H1 -4.060398 5.621745 -5.749434
H2 -3.701188 6.183695 -4.114574
H3 -6.109898 5.795785 -3.856944
H4 -6.423208 6.420815 -5.541394
H5 -5.559168 8.047405 -3.328774
H6 -6.876048 8.243055 -4.475014
H7 -2.963628 8.123885 -5.433964
H8 -4.145698 7.448215 -6.655264
C5 5.583042 -9.899855 1.909306
C6 5.393652 -9.128965 0.610346
C7 4.639712 -7.768335 0.956886
O2 4.602422 -7.865165 2.377746
C8 4.611172 -9.164815 2.850676
H9 6.610972 -9.898575 2.271866
H10 5.429612 -10.960275 1.709116
H11 4.741762 -9.742735 -0.011284
H12 6.354832 -8.807685 0.209056
H13 3.568252 -7.844205 0.771656
H14 5.159002 -6.872505 0.616386
H15 3.653202 -9.684595 2.835406
H16 4.988002 -9.130315 3.872886
C9 0.021152 0.360105 -2.058124
C10 -1.216088 0.133485 -1.195374
C11 -1.033948 -1.319115 -0.734844
O3 0.153902 -1.810715 -1.284544
C12 1.003982 -0.739345 -1.675094
H17 0.468922 1.260435 -1.637404
H18 -0.108998 0.349915 -3.140274
H19 -2.163228 0.193495 -1.731484
H20 -1.309958 0.827305 -0.359974
H21 -1.849978 -1.980635 -1.025714
H22 -0.998038 -1.351325 0.354086
H23 1.596612 -0.856645 -2.582354
H24 1.655072 -0.397705 -0.870444
C13 3.605302 -1.821375 7.056946
C14 3.361162 -0.843825 8.176616
C15 2.215272 -0.018725 7.753266
O4 2.663082 0.248115 6.458676
C16 3.049362 -0.980335 5.949116
H25 3.019422 -2.710795 7.288846
H26 4.681062 -1.973115 6.968566
H27 4.227882 -0.206535 8.351986
H28 3.170342 -1.207225 9.186376
H29 1.795892 0.827275 8.297786
H30 1.325582 -0.639255 7.646076
H31 3.737162 -0.757875 5.133316
H32 2.221692 -1.529465 5.500196
C17 -4.291268 4.836545 7.194156
C18 -4.868828 4.194585 6.075816
C19 -4.778538 2.697685 6.384226
O5 -4.984588 2.657665 7.833986
C20 -4.597868 3.885025 8.473406
H33 -4.845858 5.774495 7.221846
H34 -3.215818 5.011425 7.224616
H35 -4.484668 4.364015 5.069926
H36 -5.923358 4.460115 6.001206
H37 -3.800898 2.271145 6.159726
H38 -5.557358 2.134265 5.870316
H39 -3.737348 3.732675 9.124876
H40 -5.444258 4.337985 8.989686
C21 1.957762 2.575485 -9.901784
C22 2.157432 4.070765 -10.116004
C23 3.502032 4.018015 -10.867284
O6 3.583212 2.778315 -11.478284
C24 2.472862 1.991845 -11.203054
H41 0.889592 2.371885 -9.977014
H42 2.457532 2.212215 -9.003804
H43 2.055892 4.704915 -9.235294
H44 1.399992 4.457165 -10.797984
H45 4.306132 4.243625 -10.166834
H46 3.543932 4.745805 -11.677634
H47 2.874682 0.987755 -11.067204
H48 1.690212 2.022155 -11.961104
C25 2.328682 7.710655 1.069006
C26 2.325642 7.431575 2.603016
O7 3.265182 6.325525 2.767636
S1 4.311392 6.218835 1.450426
O8 4.635012 4.804615 1.264536
O9 5.379802 7.188655 1.505806
O10 3.092592 6.765775 0.359726
H49 2.534792 8.759735 0.856736
H50 1.305002 7.464965 0.786496
H51 1.366812 7.150075 3.038346
H52 2.661872 8.310945 3.152326
C27 -6.933838 -6.829645 5.879286
C28 -6.358678 -5.650375 5.056736
O11 -5.941278 -4.693765 6.052336
S2 -6.227898 -5.087395 7.695616
O12 -6.944228 -4.112085 8.492516
O13 -4.983008 -5.794775 8.129966
O14 -7.404158 -6.186475 7.135306
H53 -6.174258 -7.604215 5.985046
H54 -7.904078 -7.200515 5.548836
H55 -7.159708 -5.221115 4.454896
H56 -5.541568 -5.906495 4.382326
C29 1.898722 -6.350065 -6.151244
C30 1.839222 -5.132055 -7.036704
O15 2.993092 -5.390295 -7.893164
S3 4.269222 -6.101905 -7.144904
O16 5.317612 -5.181505 -6.674684
O17 4.709482 -7.243385 -7.898794
O18 3.287732 -6.560065 -5.918554
H57 1.389912 -7.266225 -6.451004
H58 1.497712 -6.141535 -5.159374
H59 1.869392 -4.180845 -6.505304
H60 0.964002 -5.118805 -7.686254

Forces on atoms 1 to 3 (eV/Å):
C 0.662 -1.719 0.649
C -0.122 2.237 -0.669
C -0.857 0.197 0.956

These are the Löwdin partial charges, in e, on atoms 1 to 99: number 1, C, carries -0.204; number 2, C, carries -0.158; number 3, C, carries -0.217; number 4, O, carries -0.115; number 5, C, carries -0.227; number 6, H, carries 0.110; number 7, H, carries 0.112; number 8, H, carries 0.117; number 9, H, carries 0.114; number 10, H, carries 0.112; number 11, H, carries 0.116; number 12, H, carries 0.125; number 13, H, carries 0.115; number 14, C, carries -0.175; number 15, C, carries -0.152; number 16, C, carries -0.146; number 17, O, carries -0.170; number 18, C, carries -0.231; number 19, H, carries 0.103; number 20, H, carries 0.103; number 21, H, carries 0.102; number 22, H, carries 0.103; number 23, H, carries 0.112; number 24, H, carries 0.117; number 25, H, carries 0.114; number 26, H, carries 0.121; number 27, C, carries -0.174; number 28, C, carries -0.159; number 29, C, carries -0.224; number 30, O, carries -0.129; number 31, C, carries -0.202; number 32, H, carries 0.107; number 33, H, carries 0.112; number 34, H, carries 0.103; number 35, H, carries 0.106; number 36, H, carries 0.115; number 37, H, carries 0.111; number 38, H, carries 0.117; number 39, H, carries 0.118; number 40, C, carries -0.149; number 41, C, carries -0.214; number 42, C, carries -0.226; number 43, O, carries -0.123; number 44, C, carries -0.249; number 45, H, carries 0.117; number 46, H, carries 0.116; number 47, H, carries 0.119; number 48, H, carries 0.114; number 49, H, carries 0.131; number 50, H, carries 0.119; number 51, H, carries 0.127; number 52, H, carries 0.117; number 53, C, carries -0.191; number 54, C, carries -0.240; number 55, C, carries -0.162; number 56, O, carries -0.166; number 57, C, carries -0.142; number 58, H, carries 0.108; number 59, H, carries 0.111; number 60, H, carries 0.121; number 61, H, carries 0.120; number 62, H, carries 0.114; number 63, H, carries 0.115; number 64, H, carries 0.108; number 65, H, carries 0.106; number 66, C, carries -0.177; number 67, C, carries -0.159; number 68, C, carries -0.229; number 69, O, carries -0.124; number 70, C, carries -0.228; number 71, H, carries 0.107; number 72, H, carries 0.119; number 73, H, carries 0.110; number 74, H, carries 0.106; number 75, H, carries 0.116; number 76, H, carries 0.115; number 77, H, carries 0.124; number 78, H, carries 0.120; number 79, C, carries -0.219; number 80, C, carries -0.144; number 81, O, carries -0.218; number 82, S, carries 0.765; number 83, O, carries -0.244; number 84, O, carries -0.240; number 85, O, carries -0.194; number 86, H, carries 0.128; number 87, H, carries 0.123; number 88, H, carries 0.125; number 89, H, carries 0.119; number 90, C, carries -0.138; number 91, C, carries -0.167; number 92, O, carries -0.246; number 93, S, carries 0.806; number 94, O, carries -0.230; number 95, O, carries -0.275; number 96, O, carries -0.245; number 97, H, carries 0.121; number 98, H, carries 0.128; number 99, H, carries 0.120

Formula: C24H14Cl7N3O2Y
Source: the OMol25 dataset
Level of theory: the ωB97M-V functional and the def2-TZVPD basis

**Total charge**: -1
**Highest occupied orbital energy**: -3.645 eV
**Frontier orbital gap**: 5.87 eV
**Relative energy (zero: lowest compared OMol25 entry of this formula, charge and spin)**: 1930.47 kJ/mol
**Molar mass**: 713.47 g mol⁻¹

Cartesian coordinates (Å):
Y1 0.348327 -0.203006 -0.452381
C1 -3.675707 -1.192843 -2.411479
C2 -4.182425 -0.325503 -1.394732
C3 -3.515509 0.189743 -0.288589
C4 -2.155501 -0.139745 -0.214068
C5 -1.578746 -2.377226 -1.579915
C6 -2.540400 -1.987905 -2.506941
H1 -4.304503 -1.241371 -3.293457
H2 -5.164187 0.088269 -1.608469
H3 -3.952325 0.982705 0.307924
H4 -1.440701 -0.685665 1.602701
H5 -2.434186 -2.351503 0.572753
H6 -2.412571 -2.504634 -3.455031
O1 1.914520 0.079947 1.196783
N1 1.560199 0.782979 2.202111
N2 0.654802 1.635968 1.919417
O2 0.144136 1.763583 0.722231
C7 0.170717 2.489732 2.960736
C8 0.816848 2.560639 4.188575
C9 0.312468 3.409457 5.159046
C10 -0.816754 4.179696 4.909085
C11 -1.446247 4.095072 3.677002
C12 -0.955829 3.249504 2.692660
H7 1.694895 1.959780 4.370232
H8 0.810295 3.471619 6.118192
H9 -1.200393 4.844354 5.672400
H10 -2.328432 4.688645 3.474747
H11 -1.422219 3.161736 1.722795
Cl1 3.450542 -0.960083 -1.526729
C13 2.723997 0.147807 -2.689467
C14 1.430658 0.549801 -2.434821
C15 0.852542 1.473028 -3.278044
Cl2 -0.764001 2.015581 -2.859809
C16 1.519222 1.978333 -4.387798
Cl3 0.774353 3.133030 -5.431991
C17 2.818500 1.528660 -4.641446
Cl4 3.674716 2.126958 -6.015656
C18 3.437584 0.610187 -3.788935
Cl5 5.047666 0.076054 -4.098419
Cl6 2.812558 -4.275340 -2.138696
C19 1.620679 -3.969717 -0.818848
C20 2.096779 -4.382959 0.456661
C21 1.596602 -4.079437 1.671505
C22 0.467146 -3.215480 1.888261
C23 -0.266142 -2.703358 0.900491
Cl7 -1.454481 -1.627324 0.041306
C24 0.483592 -3.375024 -1.216446
N3 -0.639188 -3.321143 -1.789283
H12 3.013536 -4.958775 0.417493
H13 2.127847 -4.443904 2.542779
H14 0.274725 -2.950929 2.933542

Forces on atoms 1 to 3 (eV/Å):
Y 1.047 1.638 0.940
C -0.591 0.315 0.348
C 0.152 -0.451 -0.112

Let us look at the natural (NBO) charges, expressed in e, one per atom: number 1, Y, carries 1.751; number 2, C, carries -0.336; number 3, C, carries -0.203; number 4, C, carries -0.374; number 5, C, carries -0.540; number 6, C, carries -0.138; number 7, C, carries -0.210; number 8, H, carries 0.199; number 9, H, carries 0.198; number 10, H, carries 0.211; number 11, H, carries -0.171; number 12, H, carries 0.024; number 13, H, carries 0.224; number 14, O, carries -0.598; number 15, N, carries 0.177; number 16, N, carries 0.151; number 17, O, carries -0.640; number 18, C, carries 0.187; number 19, C, carries -0.238; number 20, C, carries -0.208; number 21, C, carries -0.223; number 22, C, carries -0.203; number 23, C, carries -0.232; number 24, H, carries 0.241; number 25, H, carries 0.210; number 26, H, carries 0.208; number 27, H, carries 0.212; number 28, H, carries 0.257; number 29, Cl, carries 0.065; number 30, C, carries -0.028; number 31, C, carries -0.584; number 32, C, carries 0.061; number 33, Cl, carries 0.047; number 34, C, carries -0.132; number 35, Cl, carries 0.029; number 36, C, carries -0.082; number 37, Cl, carries 0.032; number 38, C, carries -0.089; number 39, Cl, carries 0.033; number 40, Cl, carries -0.102; number 41, C, carries -0.181; number 42, C, carries -0.199; number 43, C, carries -0.251; number 44, C, carries -0.296; number 45, C, carries -0.399; number 46, Cl, carries 0.724; number 47, C, carries 0.276; number 48, N, carries -0.476; number 49, H, carries 0.219; number 50, H, carries 0.201; number 51, H, carries 0.200

Formula: HN6O2
Source: the OMol25 dataset
Level of theory: the ωB97M-V functional and the def2-TZVPD basis

**Total charge**: -1
**Highest occupied orbital energy (alpha / beta)**: -2.385 / -4.309 eV
**Multiplicity**: 3
**Frontier orbital gap (alpha / beta)**: 7.27 / 6.68 eV
**Molar mass**: 117.05 g mol⁻¹

Cartesian coordinates (Å):
N1 1.167585 -0.441381 0.389207
N2 0.233323 -1.064036 -0.124440
N3 -0.578351 -1.061053 -1.025334
N4 -1.594837 -1.776694 -1.236370
N5 1.023256 0.815036 0.925392
N6 -0.106140 1.402391 0.619020
O1 1.981952 1.234979 1.618872
O2 -0.278466 2.578338 1.054511
H1 -1.848322 -1.687579 -2.220856

Forces on atoms 1 to 3 (eV/Å):
N 4.945 2.259 1.938
N -3.627 -3.841 0.861
N 0.090 2.461 -3.046

Let us look at the natural (NBO) charges, expressed in e, one per atom: number 1, N, carries -0.240; number 2, N, carries -0.060; number 3, N, carries 0.034; number 4, N, carries -0.585; number 5, N, carries 0.348; number 6, N, carries -0.024; number 7, O, carries -0.374; number 8, O, carries -0.402; number 9, H, carries 0.304

Formula: C4H8N2O
Source: the OMol25 dataset
Level of theory: the ωB97M-V functional and the def2-TZVPD basis

**Total charge**: 0
**Highest occupied orbital energy**: -8.734 eV
**Frontier orbital gap**: 9.23 eV
**Relative energy (zero: lowest compared OMol25 entry of this formula, charge and spin)**: 215.13 kJ/mol
**Molar mass**: 100.12 g mol⁻¹

Cartesian coordinates (Å):
H1 0.276172 2.127068 0.414175
O1 0.246634 3.091916 1.144255
N1 0.449616 0.814376 0.220957
H2 -0.461145 3.577216 0.704175
C1 -0.126247 0.240988 -0.859620
C2 0.665780 -0.128168 1.097085
C3 -0.340788 -1.080872 -0.648866
N2 0.207210 -1.332974 0.620094
H3 0.466561 -2.282560 0.905641
H4 1.117179 -0.176924 2.082369
H5 -0.348016 0.797323 -1.791261
C4 -0.903096 -2.041429 -1.558671
H6 -0.099225 -2.855010 -1.668851
H7 -1.769769 -2.636899 -1.266907
H8 -1.159237 -1.875765 -2.593175

Forces on atoms 1 to 3 (eV/Å):
H 0.679 2.498 2.957
O -0.488 -1.642 -2.316
N 0.523 -0.567 0.119

Let us look at the natural (NBO) charges, expressed in e, one per atom: number 1, H, carries 0.467; number 2, O, carries -1.065; number 3, N, carries -0.472; number 4, H, carries 0.435; number 5, C, carries -0.068; number 6, C, carries 0.227; number 7, C, carries 0.093; number 8, N, carries -0.516; number 9, H, carries 0.425; number 10, H, carries 0.218; number 11, H, carries 0.220; number 12, C, carries -0.661; number 13, H, carries 0.212; number 14, H, carries 0.231; number 15, H, carries 0.253

| no. | E_tot (hartree) |
| --- | --- |
| 1 | -3727.56183 |
| 2 | -4496.72353 |
| 3 | -479.33806 |
| 4 | -341.92170 |